# 1
Computed, not measured: a structure of composition C21H35Cl3O7PS5Si2Ta in a non-equilibrium geometry, with ωB97M-V/def2-TZVPD.

The geometry in ORCA input format:
```
! RIJCOSX wB97M-V def2-TZVPD def2/J DEFGRID3
* xyz -2 1
Ta 0.406 0.067 -0.484
O -4.179 -4.329 -0.110
C -3.336 -3.463 -0.100
C -2.549 -2.994 1.151
O -2.700 -3.407 2.278
C -1.602 -1.967 0.629
C -1.865 -1.784 -0.721
O -1.107 -0.860 -1.310
C -2.837 -2.645 -1.312
O -3.217 -2.775 -2.462
O -0.673 -1.336 1.199
S -0.954 4.390 0.646
C -0.466 2.899 0.228
S -1.426 1.454 0.324
S 1.075 2.451 -0.423
C 2.147 1.849 -3.431
Si 0.728 0.615 -3.135
C 1.306 -0.974 -4.110
C 0.296 -2.116 -4.042
C 1.587 -0.704 -5.596
C 2.642 -1.446 -3.516
C -0.863 1.458 -3.896
C -0.639 1.733 -5.392
C -2.157 0.657 -3.752
C -1.103 2.820 -3.233
H 2.400 1.922 -4.485
H 3.042 1.538 -2.896
H 1.891 2.839 -3.071
H -0.612 -1.883 -4.597
H -0.007 -2.358 -3.029
H 0.729 -3.018 -4.483
H 0.683 -0.524 -6.172
H 2.065 -1.591 -6.023
H 2.264 0.134 -5.755
H 2.576 -1.735 -2.472
H 3.412 -0.684 -3.602
H 2.986 -2.323 -4.071
H -0.692 0.825 -5.991
H 0.310 2.225 -5.599
H -1.434 2.396 -5.748
H -2.101 -0.337 -4.189
H -2.962 1.200 -4.258
H -2.442 0.536 -2.713
H -0.258 3.498 -3.338
H -1.335 2.730 -2.177
H -1.965 3.291 -3.715
Cl 4.360 -3.157 0.304
Si 2.544 -2.309 1.170
Cl 2.782 -0.182 -0.123
Cl 1.181 -2.847 -0.575
C 1.979 -1.956 5.341
C 0.644 -1.317 5.675
C -0.491 -1.842 4.812
O 0.662 0.116 5.640
P 1.521 1.068 4.641
S 3.369 1.271 5.248
S 1.255 0.495 2.754
O 0.770 2.459 4.946
C -0.636 2.716 5.068
C -1.519 1.933 4.122
C -1.050 2.552 6.525
H 1.890 -3.032 5.489
H 2.771 -1.564 5.975
H 2.254 -1.767 4.305
H 0.418 -1.534 6.733
H -0.345 -1.577 3.766
H -1.444 -1.428 5.140
H -0.552 -2.926 4.889
H -0.711 3.780 4.798
H -1.467 0.862 4.303
H -1.245 2.108 3.086
H -2.548 2.264 4.274
H -1.005 1.504 6.814
H -2.069 2.916 6.664
H -0.381 3.117 7.171
*
```

Calculated values
energy above the lowest of the compared OMol25 structures with the same formula, charge and spin: 2.0880 eV
E_HOMO: -0.090 Ha
E: -155027.524 eV

---

# 2
Computed, not measured: a structure of composition C46H47ClN11O4PbSSe in a non-equilibrium geometry, with ωB97M-V/def2-TZVPD.

The geometry in ORCA input format:
```
! RIJCOSX wB97M-V def2-TZVPD def2/J DEFGRID3
* xyz 1 1
Pb -0.366 1.216 0.375
N 3.084 4.381 1.828
C 2.181 3.712 1.097
N 1.207 3.028 1.590
C 1.023 2.982 2.974
N -0.070 2.545 3.497
N -1.024 2.063 2.669
C -2.230 2.444 2.818
C -3.278 1.990 1.900
C -4.611 2.299 2.152
C -5.575 1.934 1.228
C -5.184 1.262 0.080
C -3.837 0.982 -0.087
N -2.908 1.343 0.786
C 2.062 3.548 3.828
C 2.052 3.433 5.218
C 3.042 4.028 5.972
C 4.059 4.750 5.351
C 4.082 4.882 3.977
C 3.086 4.278 3.217
H 3.777 4.964 1.388
H 2.288 3.759 0.017
H -2.498 3.171 3.584
H -4.878 2.829 3.057
H -6.614 2.179 1.397
H -5.902 0.971 -0.673
H -3.482 0.466 -0.973
H 1.250 2.879 5.684
H 3.026 3.943 7.050
H 4.833 5.215 5.946
H 4.865 5.445 3.486
O 3.186 0.215 -4.707
C 4.012 0.537 -3.735
O 5.152 0.866 -3.934
C 3.466 0.489 -2.337
C 4.234 0.676 -1.199
Cl 5.915 0.877 -1.121
N 3.410 0.597 -0.116
N 2.140 0.391 -0.513
C 2.156 0.307 -1.836
C 0.872 0.053 -2.584
O 0.935 -0.364 -3.750
O -0.220 0.280 -1.975
C 3.717 0.553 1.279
C 4.858 1.135 1.821
C 5.122 0.987 3.175
C 4.249 0.294 3.997
C 3.090 -0.247 3.462
C 2.829 -0.129 2.109
H 2.288 -0.073 -4.383
H 5.542 1.688 1.202
H 6.026 1.415 3.585
H 4.468 0.181 5.050
H 2.391 -0.770 4.101
H 1.937 -0.562 1.677
C -4.550 -3.018 -0.690
C -3.436 -3.968 -1.122
C -2.752 -3.543 -2.422
C -1.802 -2.352 -2.260
N -0.588 -2.731 -1.562
C -0.295 -2.496 -0.266
Se -1.331 -1.515 0.925
N 0.885 -3.095 0.023
C 1.480 -3.225 1.342
C 1.290 -4.633 1.914
C -0.142 -4.917 2.373
C -0.505 -4.205 3.674
C 1.369 -3.712 -1.122
C 2.527 -4.439 -1.361
C 2.699 -4.947 -2.636
C 1.756 -4.724 -3.642
C 0.614 -3.980 -3.411
C 0.433 -3.481 -2.129
H -5.090 -3.435 0.159
H -5.264 -2.862 -1.502
H -4.149 -2.051 -0.381
H -3.854 -4.966 -1.263
H -2.698 -4.036 -0.318
H -3.514 -3.278 -3.160
H -2.184 -4.386 -2.822
H -2.273 -1.556 -1.687
H -1.515 -1.957 -3.235
H 0.995 -2.499 1.991
H 2.542 -2.983 1.269
H 1.965 -4.746 2.765
H 1.582 -5.364 1.157
H -0.248 -5.994 2.513
H -0.850 -4.619 1.593
H 0.224 -4.432 4.454
H -1.484 -4.535 4.021
H -0.550 -3.124 3.537
H 3.264 -4.601 -0.586
H 3.584 -5.528 -2.858
H 1.926 -5.144 -4.624
H -0.101 -3.796 -4.202
C -2.126 0.966 -5.037
C -2.639 2.043 -4.141
C -3.714 2.843 -4.432
C -4.094 3.810 -3.485
N -3.386 4.022 -2.385
C -2.310 3.276 -2.129
S -1.335 3.632 -0.787
N -1.988 2.250 -2.978
C -5.306 4.656 -3.682
H -2.928 0.285 -5.321
H -1.318 0.402 -4.572
H -1.738 1.412 -5.954
H -4.263 2.716 -5.353
H -1.251 1.581 -2.695
H -6.056 4.150 -4.287
H -5.024 5.579 -4.194
H -5.720 4.936 -2.716
*
```

Calculated values
energy above the lowest of the compared OMol25 structures with the same formula, charge and spin: 0.4578 eV
E_HOMO: -0.348 Ha
E: -166997.502 eV

---

# 3
Computed, not measured: a cluster of 2 separate species, C5H14 in total in a non-equilibrium geometry, with ωB97M-V/def2-TZVPD.

The geometry in ORCA input format:
```
! RIJCOSX wB97M-V def2-TZVPD def2/J DEFGRID3
* xyz 1 2
C 0.922 0.716 2.000
C -0.623 0.876 1.469
C 1.699 0.792 0.671
H 0.872 -0.253 2.522
H 1.191 1.558 2.616
H -1.202 1.374 2.117
H -0.507 1.366 0.467
H 2.772 1.032 0.688
H -1.089 -0.204 1.399
H 1.426 1.500 -0.202
H 1.844 -0.212 0.239
C -0.300 -1.293 -2.104
C -1.524 -0.832 -1.312
H 0.480 -0.376 -2.149
H -0.027 -2.367 -1.782
H -0.451 -1.474 -3.266
H -2.222 -1.662 -1.247
H -2.012 -0.008 -1.733
H -1.249 -0.534 -0.393
*
```

Calculated values
energy above the lowest of the compared OMol25 structures with the same formula, charge and spin: 2.4293 eV
E_HOMO (alpha / beta): -0.542 / -0.538 Ha
E: -5398.676 eV

---

# 4
Computed, not measured: an isolated molecule of C9H7FO2 in a non-equilibrium geometry, with ωB97M-V/def2-TZVPD.

The geometry in ORCA input format:
```
! RIJCOSX wB97M-V def2-TZVPD def2/J DEFGRID3
* xyz 0 1
C 1.136 -0.622 2.306
C 0.447 -1.410 1.466
C 1.114 0.800 2.097
C -0.354 -0.903 0.467
C 0.200 1.253 1.164
C -0.553 0.478 0.286
C 0.066 2.776 0.634
C -1.370 1.050 -0.719
C -1.076 0.843 -2.144
O 0.603 3.700 1.180
O -0.568 2.896 -0.439
F -2.670 1.338 -0.554
H 1.663 -1.043 3.158
H 0.386 -2.508 1.570
H 1.809 1.558 2.573
H -0.750 -1.629 -0.256
H -0.556 -0.130 -2.127
H -0.477 1.596 -2.689
H -2.059 0.703 -2.620
*
```

Calculated values
energy above the lowest of the compared OMol25 structures with the same formula, charge and spin: 1.6344 eV
E_HOMO: -0.345 Ha
E: -16256.999 eV

---

# 5
Computed, not measured: a cluster of 8 separate species, C32H40F24O16 in total in a non-equilibrium geometry, with ωB97M-V/def2-TZVPD.

The geometry in ORCA input format:
```
! RIJCOSX wB97M-V def2-TZVPD def2/J DEFGRID3
* xyz 0 1
C -11.469 -26.349 -45.170
C -11.535 -25.995 -43.615
O -10.272 -25.493 -43.120
C -10.125 -24.634 -42.071
O -11.010 -24.311 -41.308
C -8.680 -24.296 -41.578
F -8.472 -22.983 -41.694
F -8.478 -24.628 -40.287
F -7.783 -24.881 -42.356
H -12.432 -26.703 -45.536
H -10.744 -27.140 -45.362
H -11.210 -25.515 -45.823
H -11.758 -26.848 -42.974
H -12.185 -25.146 -43.404
C 0.380 -18.925 -36.765
C 0.018 -18.268 -35.384
O 0.822 -17.041 -35.389
C 1.741 -16.878 -34.517
O 2.041 -17.613 -33.607
C 2.468 -15.519 -34.592
F 2.382 -14.918 -33.373
F 3.792 -15.632 -34.942
F 1.788 -14.619 -35.443
H -0.144 -19.872 -36.893
H 1.460 -19.070 -36.764
H 0.166 -18.296 -37.629
H 0.293 -18.914 -34.551
H -1.060 -18.113 -35.399
C 0.446 -24.102 -31.764
C 0.511 -24.204 -33.244
O -0.599 -25.035 -33.720
C -1.815 -24.470 -34.106
O -2.086 -23.270 -34.143
C -2.893 -25.469 -34.539
F -3.089 -25.255 -35.881
F -2.597 -26.724 -34.164
F -3.966 -25.138 -33.869
H 0.288 -25.071 -31.290
H -0.296 -23.408 -31.368
H 1.336 -23.634 -31.344
H 1.406 -24.777 -33.488
H 0.574 -23.196 -33.655
C 6.792 -26.513 -35.921
C 7.392 -25.179 -36.372
O 7.712 -24.389 -35.214
C 6.829 -23.430 -34.700
O 5.747 -23.055 -35.173
C 7.375 -22.771 -33.405
F 8.417 -23.481 -32.945
F 7.740 -21.427 -33.497
F 6.443 -22.757 -32.483
H 5.771 -26.268 -35.630
H 7.357 -27.064 -35.168
H 6.606 -27.238 -36.714
H 6.712 -24.693 -37.072
H 8.320 -25.280 -36.935
C -3.323 -24.084 -25.458
C -3.430 -22.861 -24.457
O -2.423 -23.139 -23.471
C -2.453 -22.535 -22.225
O -3.306 -21.702 -21.888
C -1.325 -23.028 -21.335
F -0.419 -22.030 -21.146
F -1.947 -23.156 -20.169
F -0.865 -24.187 -21.818
H -2.444 -23.988 -26.096
H -4.191 -24.167 -26.111
H -3.511 -24.994 -24.889
H -4.384 -22.676 -23.963
H -3.189 -21.921 -24.954
C -5.888 -37.456 -32.510
C -5.082 -36.248 -32.198
O -5.153 -35.494 -33.374
C -4.057 -34.929 -33.890
O -2.864 -35.118 -33.557
C -4.361 -33.967 -35.063
F -3.239 -33.901 -35.882
F -5.456 -34.365 -35.700
F -4.573 -32.777 -34.511
H -5.498 -38.195 -33.210
H -6.901 -37.320 -32.888
H -5.924 -37.903 -31.516
H -4.075 -36.609 -31.990
H -5.497 -35.601 -31.425
C 3.293 -25.038 -25.872
C 4.413 -25.954 -25.254
O 5.540 -25.813 -26.151
C 6.336 -26.840 -26.596
O 6.084 -28.032 -26.374
C 7.637 -26.485 -27.330
F 7.961 -25.184 -27.164
F 8.638 -27.344 -26.969
F 7.409 -26.676 -28.648
H 3.013 -25.397 -26.863
H 3.727 -24.066 -26.105
H 2.422 -24.845 -25.246
H 4.049 -26.981 -25.226
H 4.773 -25.822 -24.234
C -11.883 -19.126 -39.019
C -11.749 -19.533 -37.485
O -10.482 -20.145 -37.209
C -10.256 -20.562 -35.937
O -10.976 -20.294 -34.982
C -8.954 -21.307 -35.781
F -9.234 -22.601 -35.972
F -8.024 -20.942 -36.696
F -8.340 -21.179 -34.524
H -12.885 -18.705 -39.097
H -11.764 -19.973 -39.695
H -11.121 -18.449 -39.405
H -12.544 -20.246 -37.265
H -11.971 -18.627 -36.922
*
```

Calculated values
energy above the lowest of the compared OMol25 structures with the same formula, charge and spin: 5.4545 eV
E_HOMO: -0.410 Ha
E: -131809.962 eV

---

# 6
Computed, not measured: a structure of composition C9H11ClS in a non-equilibrium geometry, with ωB97M-V/def2-TZVPD.

The geometry in ORCA input format:
```
! RIJCOSX wB97M-V def2-TZVPD def2/J DEFGRID3
* xyz 0 1
C 3.352 0.176 -0.880
C 2.060 0.612 -1.292
C 3.468 -0.140 0.425
C 1.232 0.518 -0.240
C -1.463 0.177 0.869
C -1.580 -0.388 -0.544
C -0.725 0.781 -0.274
C -2.501 0.840 1.757
C -1.110 -1.789 -0.911
S 1.966 0.023 1.237
Cl -0.900 2.252 -1.107
H 4.208 0.370 -1.602
H 1.956 1.049 -2.222
H 4.380 -0.434 1.125
H -0.765 -0.288 1.415
H -2.484 -0.022 -1.020
H -2.200 1.857 2.168
H -2.678 0.140 2.584
H -3.419 0.874 1.385
H -1.794 -2.630 -0.529
H -0.227 -2.071 -0.365
H -0.776 -1.906 -1.981
*
```

Calculated values
energy above the lowest of the compared OMol25 structures with the same formula, charge and spin: 1.9953 eV
E_HOMO: -0.327 Ha
E: -32865.316 eV

---

# 7
Computed, not measured: a structure of composition C28H35N8O5RbS, with ωB97M-V/def2-TZVPD.

The geometry in ORCA input format:
```
! RIJCOSX wB97M-V def2-TZVPD def2/J DEFGRID3
* xyz -2 1
Rb 0.479 -1.435 -1.208
C -2.565 1.614 0.433
C -1.445 2.056 -0.494
N -0.112 1.808 0.048
C 0.933 2.536 -0.671
C 1.524 1.741 -1.834
N 0.516 1.235 -2.735
C 0.090 2.145 -3.773
C -0.919 1.502 -4.720
C -2.310 1.285 -4.133
N -2.336 0.261 -3.119
C -3.595 0.130 -2.445
C -3.564 -0.902 -1.317
N -2.462 -0.767 -0.382
C -2.622 0.122 0.754
H -3.509 1.935 -0.017
H -2.496 2.153 1.389
H -1.582 3.136 -0.701
H -1.519 1.527 -1.445
H -0.089 2.078 1.025
H 1.743 2.766 0.026
H 0.544 3.501 -1.041
H 2.081 0.897 -1.425
H 2.273 2.375 -2.346
H 0.774 0.340 -3.141
H 0.949 2.508 -4.370
H -0.358 3.036 -3.311
H -0.526 0.542 -5.066
H -1.019 2.147 -5.600
H -3.016 1.078 -4.962
H -2.653 2.222 -3.670
H -1.914 -0.609 -3.436
H -4.434 -0.150 -3.115
H -3.858 1.116 -2.041
H -3.469 -1.890 -1.777
H -4.546 -0.882 -0.812
H -2.230 -1.678 -0.004
H -1.819 -0.129 1.451
H -3.571 -0.070 1.290
O 2.390 -5.158 -5.775
C 2.067 -4.184 -5.116
C 0.702 -3.565 -5.052
O -0.302 -3.976 -5.627
C 0.807 -2.391 -4.181
C 2.165 -2.264 -3.694
O 2.584 -1.371 -2.906
C 2.982 -3.339 -4.277
O 4.182 -3.531 -4.113
O -0.140 -1.594 -3.900
S -1.071 -3.456 1.330
C -0.137 -2.887 2.632
N -0.271 -3.232 3.868
N 0.710 -2.626 4.725
C 0.314 -1.566 5.523
C -0.788 -0.765 5.206
C -1.092 0.336 5.990
C -0.326 0.672 7.099
C 0.761 -0.131 7.423
C 1.075 -1.235 6.653
N 0.970 -2.021 2.251
N 0.755 -0.822 2.452
C 1.868 0.019 2.117
C 1.937 1.222 2.810
C 2.982 2.099 2.561
C 3.936 1.786 1.602
C 3.854 0.588 0.904
C 2.829 -0.308 1.165
H 1.167 -3.354 5.252
H -1.386 -1.012 4.341
H -1.948 0.945 5.720
H -0.571 1.540 7.699
H 1.375 0.106 8.284
H 1.934 -1.848 6.906
H 1.173 1.437 3.548
H 3.045 3.032 3.108
H 4.739 2.481 1.390
H 4.582 0.346 0.139
H 2.778 -1.249 0.636
*
```

Calculated values
energy above the lowest of the compared OMol25 structures with the same formula, charge and spin: 0.6001 eV
E_HOMO: -0.042 Ha
E: -63253.625 eV